Density functional theory data (wB97M-V/def2-TZVPD) for C30H41Cl3N10RhSe as an isolated structure at a distorted geometry.

```
86
Properties=species:S:1:pos:R:3:mulliken_charge:R:1
Rh 0.550 0.126 0.267 -0.32
C 3.947 -0.979 -1.844 -1.24
C 3.142 -0.971 -3.147 -0.76
C 1.809 -1.725 -3.250 1.04
C 1.434 -2.119 -4.536 -1.02
C 0.305 -2.883 -4.769 -1.24
C -0.446 -3.332 -3.694 0.36
C -0.121 -2.961 -2.396 0.35
C -0.932 -3.513 -1.244 0.23
C -0.452 -4.903 -0.807 -1.54
C 0.972 -2.101 -2.193 -1.15
N 1.244 -1.610 -0.869 2.29
C 1.840 -2.398 -0.029 -0.15
C 2.334 -1.847 1.135 -1.00
C 3.157 -2.322 2.137 -0.72
C 3.569 -1.195 2.858 -1.02
C 2.970 -0.090 2.261 -0.87
N 2.223 -0.471 1.210 0.76
H 3.476 -0.414 -1.044 0.00
H 4.925 -0.531 -2.034 0.49
H 4.117 -1.996 -1.485 0.28
H 3.775 -1.404 -3.923 0.63
H 2.979 0.064 -3.449 -0.02
H 2.074 -1.842 -5.369 0.47
H 0.028 -3.153 -5.781 0.44
H -1.298 -3.986 -3.859 0.47
H -1.972 -3.615 -1.563 0.39
H -0.923 -2.823 -0.400 -0.66
H -0.522 -5.610 -1.638 0.39
H -1.069 -5.279 0.011 0.46
H 0.586 -4.896 -0.472 0.25
H 2.064 -3.426 -0.298 0.82
H 3.421 -3.357 2.309 0.57
H 4.250 -1.160 3.695 0.46
H 3.110 0.946 2.508 0.78
C -0.743 4.467 2.981 -0.99
N 0.364 3.571 3.304 0.03
C 0.915 3.690 4.653 -0.56
C 1.645 2.362 4.836 -0.78
N 1.106 1.501 3.784 0.42
C 0.350 0.317 4.213 -0.04
C 0.571 2.309 2.797 0.00
N 0.394 1.948 1.548 0.41
C -0.015 2.950 0.588 -1.77
C -1.359 2.562 0.064 -0.74
N -1.326 1.156 -0.326 1.08
C -2.445 0.516 -0.564 -0.48
N -3.735 0.887 -0.344 0.07
C -4.352 2.186 -0.069 -1.05
C -4.662 -0.200 -0.681 -0.99
C -3.723 -1.382 -0.877 -0.75
N -2.415 -0.754 -1.108 1.29
C -1.967 -0.725 -2.506 -1.04
H -1.261 4.713 3.909 0.38
H -1.462 3.986 2.327 0.28
H -0.407 5.400 2.527 0.29
H 0.110 3.836 5.375 0.41
H 1.594 4.538 4.721 0.34
H 1.486 1.918 5.815 0.43
H 2.718 2.492 4.686 0.28
H -0.376 0.571 4.991 0.50
H 1.034 -0.443 4.591 0.37
H -0.172 -0.094 3.368 -0.77
H 0.717 2.968 -0.210 -0.08
H -0.040 3.959 0.980 0.70
H -1.601 3.212 -0.782 0.44
H -2.101 2.715 0.848 0.43
H -4.566 2.318 0.993 0.26
H -5.301 2.214 -0.606 0.39
H -3.754 3.011 -0.427 0.39
H -5.220 0.061 -1.584 0.44
H -5.376 -0.359 0.127 0.43
H -4.013 -2.002 -1.721 0.50
H -3.664 -2.004 0.014 0.31
H -2.058 -1.720 -2.920 0.33
H -2.566 -0.036 -3.121 0.41
H -0.925 -0.424 -2.564 -0.06
Se -2.488 -2.188 3.257 -0.12
C -1.327 -1.484 2.118 0.38
N -0.580 -1.049 1.341 -1.18
Cl 1.777 4.161 -3.202 -0.09
C 1.001 2.601 -3.461 0.67
Cl -0.721 2.774 -3.520 -0.06
Cl 1.587 1.818 -4.908 -0.05
C 1.313 1.773 -2.253 -0.13
N 1.475 1.180 -1.300 -0.13
```

- Charge: +1
- LUMO energy: -3.053 eV

***

Density functional theory data (wB97M-V/def2-TZVPD) for C30H41HfN2O5SSiTe as an isolated structure.

```
82
Properties=species:S:1:pos:R:3:mulliken_charge:R:1
Hf -0.595 -0.394 0.089 0.78
O 1.411 0.810 -3.726 -0.45
C 0.777 0.703 -2.597 -0.03
O 0.771 -0.286 -1.868 -0.28
C 0.072 1.947 -2.155 0.43
C 0.116 3.176 -2.797 -0.83
C -0.446 4.267 -2.146 -0.86
C -0.980 4.102 -0.868 -0.95
C -0.979 2.832 -0.316 0.96
N -0.505 1.769 -0.969 0.36
C -1.398 2.452 1.071 0.52
O -1.819 3.311 1.945 -0.39
O -1.331 1.264 1.387 -0.63
H 1.911 0.001 -3.939 0.41
H 0.597 3.276 -3.760 0.61
H -0.434 5.244 -2.610 0.52
H -1.364 4.962 -0.334 0.42
H -1.785 4.235 1.657 0.30
C 1.356 0.098 0.935 -0.81
Si 1.725 -1.385 2.049 -0.56
C -0.035 -1.607 2.751 -1.17
N -1.158 -1.825 1.753 1.48
C -2.468 -1.642 2.482 -0.36
C -2.857 -2.892 3.249 -0.84
C -3.181 -4.026 2.267 -0.89
C -2.434 -3.815 0.946 -0.62
C -1.060 -3.231 1.195 0.02
C 2.798 -1.133 3.512 0.81
C 3.971 -1.875 3.679 -0.27
C 4.768 -1.697 4.801 -0.75
C 4.403 -0.777 5.771 -0.49
C 3.244 -0.024 5.621 -0.82
C 2.452 -0.201 4.501 -0.32
C 2.166 -2.843 0.990 0.45
C 2.209 -4.124 1.561 0.03
C 2.472 -5.243 0.792 -0.94
C 2.715 -5.107 -0.572 -0.72
C 2.713 -3.851 -1.153 -0.72
C 2.439 -2.728 -0.375 0.01
H 2.177 0.313 0.249 0.63
H 1.284 0.930 1.649 0.54
H -0.258 -0.659 3.252 0.57
H -0.090 -2.385 3.518 0.52
H -3.229 -1.420 1.734 -0.40
H -2.349 -0.766 3.116 0.53
H -3.710 -2.660 3.888 0.49
H -2.052 -3.175 3.929 0.26
H -4.254 -4.080 2.081 0.37
H -2.902 -4.987 2.699 0.39
H -2.994 -3.149 0.288 -0.33
H -2.314 -4.758 0.409 0.65
H -0.430 -3.226 0.294 -0.09
H -0.510 -3.827 1.925 0.43
H 4.275 -2.596 2.930 0.36
H 5.673 -2.277 4.919 0.43
H 5.022 -0.645 6.648 0.41
H 2.967 0.696 6.379 0.43
H 1.557 0.406 4.404 0.25
H 2.047 -4.252 2.627 0.58
H 2.511 -6.222 1.251 0.49
H 2.940 -5.982 -1.168 0.46
H 2.965 -3.743 -2.200 0.58
H 2.499 -1.750 -0.835 0.35
C -4.597 1.689 -1.205 -1.01
S -4.113 0.651 0.154 0.53
C -5.424 -0.545 0.051 -0.92
O -2.849 -0.077 -0.366 -0.65
H -5.600 2.065 -1.002 0.53
H -4.579 1.101 -2.121 0.34
H -3.909 2.530 -1.266 0.26
H -6.333 -0.051 0.394 0.52
H -5.191 -1.369 0.721 0.29
H -5.535 -0.883 -0.979 0.31
C -3.290 -3.160 -2.308 -1.00
Te -1.643 -1.850 -2.448 0.42
C -0.280 -3.294 -3.173 -0.97
H -3.575 -3.383 -3.332 0.45
H -4.105 -2.663 -1.792 0.22
H -2.989 -4.056 -1.780 0.33
H -0.375 -4.192 -2.568 0.38
H 0.726 -2.899 -3.073 0.14
H -0.523 -3.487 -4.213 0.49
```

- Energy above the lowest of the compared OMol25 structures with the same formula, charge and spin: 78.2 kJ/mol
- Charge: +3
- LUMO energy: -9.848 eV

***

Density functional theory data (wB97M-V/def2-TZVPD) for C30H41N9Ti as an isolated structure.

```
81
Properties=species:S:1:pos:R:3:mulliken_charge:R:1
Ti -0.486 0.543 -0.521 -1.00
C -0.183 -3.896 -0.990 -1.63
C -0.506 -2.503 -0.595 0.39
N -0.110 -1.455 -1.238 1.56
C 0.763 -1.695 -2.408 -1.20
C 1.005 -0.367 -3.067 -0.82
N 1.150 0.621 -1.973 -0.52
C 2.462 0.564 -1.268 -0.68
C 2.423 1.633 -0.205 -1.10
N 1.145 1.437 0.538 1.16
C 0.831 2.503 1.555 -1.01
C -0.657 2.858 1.485 -0.83
N -1.276 1.564 1.196 0.49
C -2.063 1.009 2.051 0.18
C -2.746 1.669 3.192 -2.23
C -2.157 -0.453 1.854 1.05
C -2.864 -1.320 2.667 -0.60
C -2.781 -2.685 2.416 -1.49
C -1.998 -3.131 1.360 -0.82
C -1.330 -2.196 0.585 0.45
N -1.403 -0.882 0.828 1.24
H 0.884 -3.998 -1.197 0.43
H -0.715 -4.155 -1.912 0.36
H -0.455 -4.618 -0.228 0.53
H 0.300 -2.401 -3.097 0.61
H 1.693 -2.143 -2.051 0.63
H 0.158 -0.061 -3.678 0.21
H 1.894 -0.377 -3.699 0.46
H 1.075 1.554 -2.370 0.30
H 3.276 0.719 -1.978 0.45
H 2.575 -0.421 -0.815 0.40
H 2.437 2.635 -0.630 0.50
H 3.271 1.540 0.475 0.55
H 1.302 0.562 1.080 0.19
H 1.487 3.361 1.414 0.63
H 1.060 2.096 2.541 0.36
H -0.920 3.562 0.706 0.30
H -0.986 3.268 2.437 0.82
H -2.871 2.738 3.045 0.56
H -2.177 1.498 4.113 0.37
H -3.733 1.231 3.339 0.64
H -3.463 -0.948 3.487 0.56
H -3.319 -3.391 3.038 0.55
H -1.922 -4.187 1.146 0.55
N -1.401 1.875 -3.565 0.19
C -2.417 1.153 -2.966 0.51
C -3.585 0.993 -3.720 -1.04
C -4.622 0.232 -3.247 -0.72
C -4.472 -0.363 -1.993 -1.25
C -3.310 -0.171 -1.308 -0.11
N -2.239 0.571 -1.758 1.33
C -0.726 2.950 -2.987 1.01
C -0.412 4.015 -3.837 -1.15
C 0.267 5.099 -3.340 -0.69
C 0.617 5.081 -1.991 -1.35
C 0.285 3.986 -1.239 -0.39
N -0.382 2.885 -1.694 0.23
H -1.592 2.035 -4.546 0.35
H -3.663 1.501 -4.673 0.50
H -5.533 0.118 -3.821 0.49
H -5.255 -0.964 -1.554 0.56
H -3.213 -0.618 -0.340 0.40
H -0.732 3.983 -4.871 0.48
H 0.510 5.942 -3.975 0.49
H 1.143 5.905 -1.531 0.53
H 0.586 3.986 -0.211 0.45
C 2.361 -3.680 3.807 -1.53
C 3.224 -2.700 2.996 1.96
C 3.994 -1.749 3.926 -1.58
C 4.184 -3.453 2.062 -1.55
C 2.318 -1.889 2.157 -0.50
N 1.606 -1.263 1.496 -0.74
H 3.021 -4.263 4.449 0.43
H 1.828 -4.377 3.159 0.37
H 1.650 -3.157 4.446 0.38
H 4.637 -2.352 4.567 0.42
H 3.323 -1.177 4.567 0.40
H 4.630 -1.065 3.364 0.38
H 4.860 -4.048 2.676 0.43
H 4.789 -2.767 1.469 0.39
H 3.650 -4.134 1.399 0.37
```

- Energy above the lowest of the compared OMol25 structures with the same formula, charge and spin: 35.1 kJ/mol
- Charge: +4
- LUMO energy: -13.596 eV